No. 1
Below is C18H26N3O10P2SiTi as an isolated structure, with properties calculated with ωB97M-V with the def2-TZVPD basis set.

Properties
Charge: -1
M (g/mol): 582.3
Energy relative to the best compared isomer or geometry (same formula, charge and spin) (eV): 0.051
Multiplicity: 1
Lowest unoccupied orbital energy (alpha / beta) (eV): 2.34 / 2.34

Structure (XYZ):
```
61
Properties=species:S:1:pos:R:3:mulliken_charge:R:1
Ti 0.3136 0.5155 0.7606 0.567
N 4.6881 0.9767 -1.0406 -0.225
C 3.8879 1.2204 0.2252 0.551
C 4.7808 1.8551 1.2782 -1.912
P 2.5652 2.3813 -0.3500 1.081
O 2.2617 3.3116 0.9095 -0.576
O 3.1730 3.1327 -1.4774 -0.879
O 1.2903 1.5764 -0.6346 -0.603
P 3.3279 -0.5213 0.6669 1.216
O 3.1218 -1.0738 -0.7449 -0.977
O 4.3869 -1.1121 1.5173 -0.838
O 1.9582 -0.2825 1.3903 -0.627
H 4.5876 1.8113 -1.6394 0.404
H 4.2223 0.1223 -1.4411 0.283
H 5.6570 0.7601 -0.8213 0.353
H 5.1542 2.8335 0.9642 0.460
H 5.6077 1.1796 1.5061 0.504
H 4.2130 1.9905 2.1961 0.327
H 1.4997 2.9802 1.4253 0.451
H 1.3482 -1.0366 -0.9957 0.251
O 0.0496 1.8669 2.0002 -0.669
C -1.0222 2.4527 2.4960 -0.963
C -2.3201 1.9969 2.2059 0.817
C -3.4439 2.6193 2.7909 -0.694
C -4.7127 2.1698 2.5224 -0.218
C -4.9658 1.0910 1.6711 -0.764
C -3.8812 0.4690 1.0920 -0.160
C -2.5688 0.8907 1.3319 0.054
O -1.5740 0.2536 0.7205 0.124
N -5.8446 2.8501 3.1538 1.031
O -6.9693 2.4675 2.8776 -0.655
O -5.6212 3.8130 3.8675 -0.644
H -0.8574 3.2718 3.1873 0.335
H -3.3081 3.4580 3.4591 0.478
H -5.9785 0.7716 1.4836 0.483
H -4.0190 -0.3706 0.4208 0.440
C -1.3783 0.9484 -2.3663 -0.874
Si -0.4994 -0.6952 -2.3851 0.513
C -1.7674 -2.0215 -2.7443 -1.220
C 0.8405 -0.6453 -3.6893 -1.131
N 0.3230 -1.1281 -0.8482 0.518
C 0.1180 -2.4869 -0.4146 0.078
C 1.0400 -3.4696 -0.7707 -0.352
C 0.8517 -4.7840 -0.3745 -0.757
C -0.2618 -5.1385 0.3747 -0.464
C -1.1795 -4.1616 0.7295 -0.795
C -0.9914 -2.8410 0.3443 -0.039
H -1.7366 1.1411 -3.3827 0.440
H -0.7132 1.7636 -2.0852 0.223
H -2.2385 0.9466 -1.6949 0.142
H -2.3258 -1.7614 -3.6471 0.391
H -2.4784 -2.0959 -1.9185 0.323
H -1.3168 -3.0056 -2.8848 0.324
H 0.4275 -0.4115 -4.6734 0.388
H 1.3782 -1.5936 -3.7560 0.305
H 1.5613 0.1341 -3.4293 0.234
H 1.9244 -3.1816 -1.3255 0.392
H 1.5844 -5.5336 -0.6467 0.390
H -0.4074 -6.1652 0.6861 0.372
H -2.0491 -4.4232 1.3199 0.416
H -1.7135 -2.0826 0.6070 0.377
```



No. 2
Below is C18H26N8Pt as an isolated structure, with properties calculated with ωB97M-V with the def2-TZVPD basis set.

Properties
Charge: +2
<S²>: 2.005
M (g/mol): 549.5
Multiplicity: 3
Lowest unoccupied orbital energy (alpha / beta) (eV): -5.76 / -6.47

Structure (XYZ):
```
53
Properties=species:S:1:pos:R:3:lowdin_spin:R:1
Pt 0.2230 -0.0063 0.3382 1.286
N 4.5796 -0.0267 1.0920 0.006
C 3.6738 0.1325 0.1230 0.017
N 2.4870 0.3059 0.6731 0.095
C 2.7421 0.2191 2.0139 0.007
N 4.0063 0.0231 2.2981 0.000
C 1.6754 0.2711 3.0037 0.009
C 1.9399 0.2403 4.3739 0.004
N 0.9685 0.2428 5.2678 -0.001
C -0.2810 0.2728 4.8184 0.005
C -0.5611 0.3068 3.4620 0.011
N 0.4143 0.3127 2.5557 0.112
H 5.5761 -0.1714 1.0161 0.001
H 3.9039 0.1210 -0.9286 0.000
H 2.9642 0.2083 4.7241 0.001
H -1.0747 0.2666 5.5539 0.001
H -1.5818 0.3270 3.1033 0.002
N -0.4686 0.4289 -4.0917 0.003
C -0.8312 0.9064 -2.7018 0.036
C -2.3103 0.6565 -2.4649 0.002
C -2.7305 1.1147 -1.0655 0.012
N -2.1739 0.2245 -0.0303 0.112
C -2.3198 2.5712 -0.8313 0.000
C -0.8555 2.8991 -1.1457 0.003
N 0.0495 2.3711 -0.1023 0.013
C -0.4773 2.3785 -2.5421 0.002
H -0.6492 -0.5740 -4.1897 0.000
H 0.5188 0.5946 -4.2991 0.000
H -1.0227 0.9181 -4.8010 0.001
H -0.2359 0.2961 -2.0130 0.039
H -2.5600 -0.3999 -2.6019 0.000
H -2.8973 1.2354 -3.1855 0.001
H -3.8226 1.0673 -1.0370 0.005
H -2.5270 -0.7226 -0.1465 0.001
H -2.5034 0.5403 0.8772 0.001
H -2.5489 2.8620 0.1974 0.000
H -2.9471 3.1952 -1.4709 0.000
H -0.7670 3.9878 -1.1854 0.001
H -0.2255 2.7682 0.7919 0.000
H 0.9989 2.6961 -0.2650 0.001
H 0.5858 2.5572 -2.7310 0.000
H -1.0449 2.9664 -3.2703 0.001
C 0.1507 -4.8504 -0.0159 0.007
C 1.1047 -4.1309 -0.7181 0.005
C 1.1540 -2.7438 -0.6110 0.041
C 0.2385 -2.0562 0.1846 0.120
C -0.7163 -2.7967 0.8864 0.024
C -0.7605 -4.1824 0.7902 0.004
H 0.1228 -5.9294 -0.0864 0.000
H 1.8221 -4.6502 -1.3409 0.001
H 1.9310 -2.2105 -1.1517 0.006
H -1.4341 -2.2969 1.5307 0.003
H -1.5028 -4.7378 1.3491 0.000
```



No. 3
Below is C18H26O3Sn as an isolated structure, with properties calculated with ωB97M-V with the def2-TZVPD basis set.

Properties
M (g/mol): 409.1
Multiplicity: 1
Lowest unoccupied orbital energy (eV): 0.06

Structure (XYZ):
```
48
Properties=species:S:1:pos:R:3:mulliken_charge:R:1
Sn 1.1886 -1.3722 1.3689 0.807
C 4.2844 -0.5294 -3.1974 -1.552
C 4.3868 -1.6765 -2.1854 1.993
C 4.4289 -3.0197 -2.9236 -1.551
C 5.6601 -1.5090 -1.3367 -1.557
C 3.2417 -1.6434 -1.2647 -0.029
C 2.3169 -1.6165 -0.4785 -1.182
H 5.1552 -0.5369 -3.8560 0.369
H 4.2472 0.4330 -2.6869 0.385
H 3.3892 -0.6331 -3.8107 0.384
H 5.2962 -3.0509 -3.5857 0.365
H 3.5316 -3.1556 -3.5279 0.390
H 4.5048 -3.8466 -2.2171 0.382
H 6.5479 -1.5125 -1.9725 0.376
H 5.7429 -2.3226 -0.6157 0.383
H 5.6259 -0.5658 -0.7910 0.393
C -4.3480 5.0038 1.6320 -1.475
C -3.4893 3.8323 1.2355 0.537
C -2.1355 3.7957 1.5367 -0.823
C -1.3378 2.7209 1.1577 0.980
C 0.1273 2.7250 1.5085 -1.429
C -1.9130 1.6647 0.4513 0.718
C -3.2679 1.6930 0.1118 1.014
C -3.8843 0.5771 -0.6889 -1.455
C -4.0369 2.7732 0.5205 -0.801
C -1.0584 0.4994 0.0220 -0.182
O -0.8887 0.2289 -1.1510 -0.615
O -0.5543 -0.1776 1.0264 -0.428
H -3.8632 5.6124 2.3943 0.357
H -5.3125 4.6643 2.0102 0.369
H -4.5365 5.6441 0.7672 0.292
H -1.6847 4.6164 2.0845 0.317
H 0.4477 3.7227 1.8038 0.407
H 0.7386 2.3929 0.6674 0.319
H 0.3190 2.0407 2.3382 0.228
H -3.6076 -0.3952 -0.2773 0.176
H -3.5227 0.6029 -1.7170 0.305
H -4.9706 0.6570 -0.6926 0.382
H -5.0944 2.7986 0.2770 0.347
C -1.5695 -3.1755 2.7350 -1.069
C -1.4323 -3.6981 1.3217 -0.096
O -0.0769 -3.4941 0.8804 -0.495
H -2.5778 -3.3517 3.1060 0.368
H -1.3818 -2.1009 2.7523 0.191
H -0.8569 -3.6774 3.3899 0.311
H -2.1196 -3.1710 0.6560 0.237
H -1.6525 -4.7678 1.2818 0.360
H -0.0072 -3.6989 -0.0601 0.295
```



No. 4
Below is C18H27BrHgNO4P2 as an isolated structure at a distorted geometry, with properties calculated with ωB97M-V with the def2-TZVPD basis set.

Properties
Charge: +1
M (g/mol): 663.9
Multiplicity: 1
Lowest unoccupied orbital energy (eV): -2.76

Structure (XYZ):
```
54
Properties=species:S:1:pos:R:3:mulliken_charge:R:1
Hg 0.0850 -0.1026 0.2470 1.334
P -2.1958 0.2412 -0.5742 0.620
C -2.2361 1.0940 -2.2232 -1.289
C -0.8288 1.3496 -2.7788 0.552
N 0.2543 1.1392 -2.0273 -0.045
C 1.4605 1.5701 -2.4068 0.358
C 1.6570 2.2994 -3.5929 -0.940
C 0.5528 2.4838 -4.4131 -0.471
C -0.6841 1.9860 -4.0135 -0.735
C 2.6540 1.1771 -1.5281 -0.986
P 2.3522 -0.3243 -0.5433 0.414
H -1.6093 2.2196 -4.5398 0.439
H 2.6572 2.6407 -3.8426 0.498
H 0.6190 3.1264 -5.2786 0.418
H 3.5435 1.0314 -2.1617 0.553
H 2.9065 1.9841 -0.8161 0.412
H -2.9456 0.6853 -2.9478 0.581
H -2.6745 2.0727 -1.9778 0.469
H -1.6372 -3.7047 -3.7489 0.320
O -1.6304 -2.9583 -4.3714 -0.624
H -2.3481 -3.1629 -5.0053 0.310
H -0.4074 -4.1111 -0.6729 0.303
O -0.0593 -4.4564 -1.5034 -0.601
H 0.8173 -4.0716 -1.6740 0.314
C 2.7264 -1.7553 -1.5887 -1.169
H 3.7659 -1.6764 -1.9451 0.398
H 2.6091 -2.6839 -1.0077 0.304
H 2.0371 -1.8036 -2.4461 0.383
C 3.4359 -0.3585 0.9014 -1.183
H 3.2225 -1.2787 1.4669 0.360
H 4.4918 -0.3419 0.5909 0.441
H 3.2105 0.5048 1.5466 0.296
C -2.8806 1.7221 0.2646 -1.436
H -3.8789 1.8799 -0.1678 0.450
H -2.9197 1.6064 1.3511 0.388
H -2.2379 2.5738 0.0026 0.405
C -3.3990 -1.1171 -0.4723 -1.120
H -3.5518 -1.3735 0.5877 0.368
H -4.3576 -0.8097 -0.9151 0.405
H -3.0317 -2.0140 -0.9981 0.308
Br -0.9598 4.1579 2.8196 -0.157
C -0.4010 3.1130 4.2923 0.094
C -0.5385 3.6516 5.5831 -0.496
C -0.2345 2.8660 6.7047 -0.442
C 0.2170 1.5482 6.5453 -0.600
C 0.3738 1.0217 5.2601 -0.379
C 0.1060 1.8009 4.1248 0.228
C 0.2736 1.1733 2.7661 1.081
O 0.1743 -0.1076 2.6933 -0.916
O 0.4732 1.9110 1.7525 -0.747
H -0.8892 4.6735 5.7125 0.402
H -0.3544 3.2883 7.7006 0.373
H 0.4450 0.9223 7.4110 0.378
H 0.6985 -0.0090 5.1171 0.378
```



No. 5
Below is C18H27Cl2N3O5PdSi2 as an isolated structure at a distorted geometry, with properties calculated with ωB97M-V with the def2-TZVPD basis set.

Properties
Charge: -2
<S²>: 2.009
M (g/mol): 598.9
Energy relative to the best compared isomer or geometry (same formula, charge and spin) (eV): 1.451
Multiplicity: 3
Lowest unoccupied orbital energy (alpha / beta) (eV): 4.03 / 4.03

Structure (XYZ):
```
58
Properties=species:S:1:pos:R:3:lowdin_spin:R:1
Pd -1.4144 0.3377 -0.8993 0.589
C -3.5835 -2.3331 0.4498 0.003
Si -1.8471 -1.4783 0.4661 0.037
C -0.5718 -2.9191 0.0966 0.009
C -1.4532 -0.9455 2.2984 0.014
C -1.6342 -1.7849 3.3901 0.002
C -1.2890 -1.3952 4.6755 0.001
C -0.7454 -0.1384 4.8804 0.000
C -0.5750 0.7110 3.7995 0.002
C -0.9289 0.3341 2.5122 0.014
Si -0.7717 1.5232 0.9810 0.034
C -2.1289 2.8854 1.1837 0.002
C 0.9086 2.4837 1.2092 0.007
H -3.6058 -3.2174 1.0833 0.001
H -3.8386 -2.6352 -0.5619 0.000
H -4.3611 -1.6519 0.7804 0.000
H -0.8914 -3.8613 0.5319 0.002
H 0.4067 -2.6747 0.4990 0.000
H -0.4738 -3.0618 -0.9746 0.000
H -2.0522 -2.7695 3.2332 0.000
H -1.4418 -2.0639 5.5171 0.000
H -0.4634 0.1809 5.8786 0.000
H -0.1557 1.6956 3.9524 0.000
H -2.1372 3.3491 2.1665 0.001
H -3.0995 2.4387 0.9936 0.000
H -1.9719 3.6544 0.4325 0.000
H 0.8673 3.1138 2.0944 0.001
H 1.0742 3.1393 0.3591 0.000
H 1.7643 1.8220 1.3080 0.000
N 0.4622 -0.4611 -2.0266 0.030
C 1.5312 -0.1001 -1.7767 0.042
N 2.7174 0.2950 -1.3647 0.011
C 3.2312 -0.3005 -0.1502 0.001
C 4.0330 -1.5661 -0.4724 0.000
C 5.1145 -1.2574 -1.5080 0.000
C 4.5012 -0.6263 -2.7584 0.001
C 3.7215 0.6269 -2.3496 0.002
H 2.3910 -0.5255 0.5116 0.000
H 3.8740 0.4394 0.3425 0.001
H 3.3484 -2.3160 -0.8740 0.000
H 4.4880 -1.9613 0.4389 0.000
H 5.6500 -2.1755 -1.7672 0.000
H 5.8334 -0.5528 -1.0776 0.000
H 3.8256 -1.3329 -3.2430 0.000
H 5.2885 -0.3706 -3.4702 0.000
H 3.2221 1.1172 -3.1881 0.000
H 4.4103 1.3403 -1.8853 0.000
Cl -5.7867 2.1971 -2.3193 0.088
C -4.9500 0.7695 -2.7245 0.477
Cl -6.7732 -0.9007 -2.2440 0.212
C -3.7823 0.4390 -1.9635 0.103
O -2.9573 -0.3894 -2.4625 0.086
O -3.6089 0.9532 -0.8079 0.216
H -5.0107 0.4918 -3.7645 0.007
O 0.6982 3.9120 -1.7930 0.000
N 0.4127 2.8543 -2.3570 0.000
O 1.1955 2.3647 -3.1755 0.000
O -0.6665 2.2973 -2.1057 0.002
```